{"formula": "C41H61I2N2O5SSc", "method": "ωB97M-V/def2-TZVPD", "orbital_gap_ha": [0.2011, 0.2058], "charge": 1, "homo_ev": [-9.10, -9.45], "total_energy_ha": -3838.86931, "relative_energy_kj_mol": 102.9, "spin_multiplicity": 2, "s_squared": 0.791, "species": ["Sc", "C", "C", "C", "C", "C", "C", "C", "N", "C", "C", "C", "C", "C", "C", "O", "C", "C", "C", "C", "C", "C", "C", "C", "C", "O", "C", "C", "C", "C", "C", "C", "H", "H", "H", "H", "H", "H", "H", "H", "H", "H", "H", "H", "H", "H", "H", "H", "H", "H", "H", "H", "H", "H", "H", "H", "H", "H", "H", "H", "H", "H", "H", "H", "H", "H", "H", "H", "H", "H", "H", "H", "O", "S", "C", "C", "C", "C", "H", "H", "H", "H", "H", "H", "H", "H", "I", "I", "O", "N", "C", "C", "C", "C", "C", "H", "H", "H", "H", "H", "C", "C", "C", "O", "C", "H", "H", "H", "H", "H", "H", "H", "H"], "coordinates": [[0.945, -1.238, 0.534], [0.025, 3.986, -4.217], [1.106, 3.027, -4.720], [2.403, 3.833, -4.881], [0.666, 2.463, -6.078], [1.342, 1.872, -3.761], [0.608, 1.704, -2.610], [0.885, 0.643, -1.736], [0.380, 0.480, -0.491], [-0.717, 1.000, 0.099], [-1.857, 1.547, -0.510], [-2.872, 2.042, 0.274], [-2.634, 2.167, 1.658], [-1.539, 1.647, 2.318], [-0.649, 0.850, 1.541], [0.244, 0.012, 1.995], [-1.247, 2.028, 3.769], [-0.977, 0.812, 4.659], [-2.365, 2.854, 4.416], [0.028, 2.889, 3.730], [-4.192, 2.542, -0.287], [-4.212, 4.071, -0.151], [-4.384, 2.159, -1.757], [-5.359, 1.936, 0.511], [1.951, -0.287, -2.023], [2.176, -1.202, -1.088], [2.707, -0.102, -3.204], [2.368, 0.955, -4.032], [3.925, -0.970, -3.497], [4.867, -0.865, -2.289], [4.688, -0.552, -4.758], [3.501, -2.424, -3.713], [-0.105, 4.793, -4.933], [0.314, 4.428, -3.266], [-0.934, 3.484, -4.104], [2.227, 4.695, -5.520], [3.196, 3.238, -5.324], [2.741, 4.190, -3.911], [0.533, 3.276, -6.787], [-0.279, 1.931, -5.984], [1.401, 1.773, -6.483], [-0.143, 2.413, -2.310], [-1.929, 1.512, -1.584], [-3.380, 2.692, 2.229], [-1.801, 0.102, 4.627], [-0.842, 1.136, 5.689], [-0.070, 0.325, 4.321], [-3.286, 2.282, 4.501], [-2.560, 3.769, 3.864], [-2.064, 3.145, 5.420], [0.849, 2.342, 3.269], [0.325, 3.171, 4.737], [-0.136, 3.798, 3.157], [-3.362, 4.504, -0.674], [-4.150, 4.358, 0.896], [-5.130, 4.476, -0.569], [-3.628, 2.612, -2.391], [-5.355, 2.507, -2.098], [-4.353, 1.078, -1.881], [-5.391, 2.303, 1.534], [-5.289, 0.849, 0.541], [-6.300, 2.202, 0.037], [2.951, 1.108, -4.925], [5.227, 0.156, -2.183], [5.721, -1.525, -2.409], [4.345, -1.141, -1.376], [5.055, 0.468, -4.692], [4.062, -0.652, -5.642], [5.546, -1.211, -4.881], [3.039, -2.834, -2.823], [4.370, -3.035, -3.942], [2.787, -2.500, -4.531], [-0.674, -1.940, -0.499], [-1.462, -3.180, -0.197], [-2.591, -3.318, -1.645], [-4.011, -3.165, -1.127], [-3.935, -2.118, -0.022], [-2.806, -2.562, 0.890], [-2.415, -4.266, -2.145], [-2.299, -2.503, -2.307], [-4.366, -4.113, -0.719], [-4.690, -2.870, -1.926], [-4.871, -2.041, 0.532], [-3.697, -1.140, -0.442], [-3.111, -3.390, 1.528], [-2.388, -1.761, 1.499], [1.839, -3.768, -0.766], [1.398, -6.237, 0.386], [0.234, -2.952, 1.780], [-0.076, -3.341, 2.986], [0.157, -2.523, 4.023], [-0.178, -2.899, 5.305], [-0.746, -4.146, 5.531], [-0.967, -4.979, 4.442], [-0.626, -4.552, 3.178], [0.581, -1.564, 3.757], [0.005, -2.218, 6.120], [-1.021, -4.455, 6.526], [-1.413, -5.953, 4.565], [-0.780, -5.165, 2.303], [4.066, -2.269, 3.545], [3.859, -0.753, 3.701], [3.407, -0.308, 2.304], [2.809, -1.465, 1.713], [3.689, -2.533, 2.082], [3.418, -2.830, 4.215], [5.093, -2.562, 3.741], [4.767, -0.236, 4.001], [3.093, -0.528, 4.441], [4.269, 0.005, 1.699], [2.671, 0.498, 2.315], [4.580, -2.511, 1.439], [3.177, -3.486, 1.946]]}

{"formula": "C18H36BBr14N2O8", "method": "ωB97M-V/def2-TZVPD", "orbital_gap_ha": 0.2300, "charge": 1, "homo_ev": -10.96, "total_energy_ha": -37479.83894, "relative_energy_kj_mol": 350.9, "species": ["N", "H", "H", "H", "H", "N", "H", "H", "H", "H", "O", "C", "O", "B", "O", "C", "O", "O", "C", "O", "C", "O", "O", "Br", "C", "C", "Br", "H", "H", "H", "H", "Br", "C", "C", "Br", "H", "H", "H", "H", "Br", "C", "C", "Br", "H", "H", "H", "H", "Br", "C", "C", "Br", "H", "H", "H", "H", "Br", "C", "C", "Br", "H", "H", "H", "H", "Br", "C", "C", "Br", "H", "H", "H", "H", "Br", "C", "C", "Br", "H", "H", "H", "H"], "coordinates": [[2.166, -0.535, -3.638], [1.503, -0.463, -4.396], [1.714, -0.907, -2.814], [2.564, 0.363, -3.404], [2.901, -1.190, -3.865], [-2.670, -2.008, -3.320], [-2.077, -2.697, -2.881], [-2.866, -1.283, -2.645], [-3.545, -2.410, -3.624], [-2.116, -1.626, -4.073], [-1.937, 2.534, 0.132], [-1.638, 1.344, -0.057], [-0.684, 0.651, 0.641], [-0.343, -0.538, -0.085], [-1.477, -0.753, -0.964], [-2.235, 0.373, -1.127], [-3.146, 0.559, -1.967], [-0.107, -1.716, 0.716], [1.160, -2.114, 0.558], [1.684, -3.032, 1.202], [1.765, -1.240, -0.544], [0.883, -0.359, -0.939], [2.937, -1.264, -0.937], [0.477, 2.725, 3.062], [2.058, 1.784, 2.273], [2.442, 2.555, 1.037], [4.146, 1.670, 0.293], [1.600, 0.820, 2.055], [2.752, 1.756, 3.112], [2.765, 3.553, 1.333], [1.735, 2.613, 0.209], [-7.530, 2.344, -0.834], [-6.483, 3.434, -2.072], [-5.005, 3.437, -1.628], [-4.151, 4.829, -2.667], [-6.887, 4.446, -2.098], [-6.668, 3.011, -3.059], [-4.520, 2.514, -1.943], [-5.126, 3.618, -0.560], [-4.277, 3.048, -5.780], [-2.825, 2.333, -4.627], [-1.618, 2.231, -5.451], [0.020, 2.131, -4.306], [-3.171, 1.324, -4.403], [-2.602, 2.868, -3.703], [-1.496, 3.087, -6.115], [-1.649, 1.297, -6.012], [2.536, -7.953, 0.851], [1.354, -6.648, 1.852], [-0.087, -6.513, 1.246], [-0.995, -4.958, 1.917], [1.969, -5.749, 1.811], [1.345, -6.917, 2.908], [-0.702, -7.405, 1.368], [0.093, -6.237, 0.207], [8.165, -2.633, 2.461], [6.610, -1.384, 2.144], [5.745, -1.936, 1.073], [5.221, -3.802, 1.360], [6.961, -0.353, 2.110], [6.040, -1.462, 3.070], [6.211, -1.891, 0.089], [4.875, -1.292, 0.945], [-3.115, 5.108, 4.280], [-2.672, 4.638, 2.439], [-2.072, 5.955, 1.793], [-0.347, 6.443, 2.690], [-3.560, 4.334, 1.884], [-1.964, 3.810, 2.406], [-2.638, 6.886, 1.794], [-1.978, 6.023, 0.709], [4.023, -2.554, 4.936], [2.192, -2.039, 4.251], [1.329, -3.254, 4.606], [0.683, -3.130, 6.495], [2.302, -1.717, 3.216], [1.786, -1.129, 4.692], [1.790, -4.215, 4.377], [0.479, -3.143, 3.934]]}

{"formula": "C2H3NO3", "method": "ωB97M-V/def2-TZVPD", "orbital_gap_ha": 0.3855, "charge": 0, "homo_ev": -10.03, "total_energy_ha": -358.41992, "relative_energy_kj_mol": 288.2, "smiles": "O=C=O.C=NO", "species": ["O", "C", "O", "C", "N", "O", "H", "H", "H"], "coordinates": [[-3.747, -0.471, -0.222], [-2.856, 0.209, -0.070], [-1.999, 0.947, 0.215], [0.166, 0.673, -0.211], [0.296, -0.468, -0.697], [0.414, -1.596, 0.251], [0.285, 0.794, 0.870], [0.092, 1.400, -1.027], [-0.051, -2.277, -0.304]]}

{"formula": "C27H30MoN7O2S6", "method": "ωB97M-V/def2-TZVPD", "orbital_gap_ha": [0.2471, 0.2014], "charge": 1, "homo_ev": [-9.63, -9.30], "total_energy_ha": -4037.86349, "spin_multiplicity": 3, "s_squared": 2.015, "species": ["Mo", "N", "C", "N", "C", "C", "S", "C", "C", "S", "C", "N", "N", "H", "H", "H", "H", "H", "H", "O", "C", "C", "C", "C", "N", "C", "C", "C", "C", "C", "C", "O", "C", "C", "N", "H", "H", "H", "H", "H", "H", "H", "H", "H", "H", "H", "H", "S", "S", "S", "S", "C", "N", "C", "C", "C", "C", "C", "C", "C", "C", "H", "H", "H", "H", "H", "H", "H", "H", "H", "H", "H", "H"], "coordinates": [[-0.235, -0.241, 0.142], [-1.360, 3.236, 1.051], [-1.022, 3.009, -0.220], [-0.646, 1.852, -0.740], [-0.357, 2.031, -2.090], [-0.533, 3.270, -2.588], [-1.071, 4.324, -1.341], [0.118, 0.870, -2.822], [0.435, 0.781, -4.129], [0.842, -0.843, -4.528], [0.532, -1.308, -2.904], [0.210, -0.316, -2.102], [0.531, -2.616, -2.553], [-1.332, 2.486, 1.728], [-1.545, 4.171, 1.365], [-0.353, 3.620, -3.587], [0.450, 1.559, -4.870], [1.001, -3.276, -3.149], [0.528, -2.835, -1.570], [4.934, -5.045, -0.534], [5.238, -3.671, -0.666], [3.977, -2.880, -0.457], [3.848, -1.585, -0.955], [2.685, -0.888, -0.736], [1.640, -1.408, -0.072], [1.780, -2.627, 0.468], [2.925, -3.395, 0.276], [0.645, -3.040, 1.304], [0.632, -4.253, 1.973], [-0.389, -4.551, 2.863], [-0.407, -5.875, 3.587], [-0.309, -6.961, 2.687], [-1.353, -3.573, 3.047], [-1.290, -2.395, 2.328], [-0.335, -2.111, 1.430], [5.748, -5.554, -0.579], [5.652, -3.438, -1.654], [5.975, -3.357, 0.084], [4.645, -1.108, -1.511], [2.552, 0.118, -1.108], [3.009, -4.385, 0.694], [1.421, -4.970, 1.809], [-1.294, -5.944, 4.224], [0.470, -5.944, 4.234], [-1.157, -7.081, 2.248], [-2.165, -3.705, 3.749], [-2.047, -1.640, 2.478], [1.385, 0.857, 1.617], [1.784, 2.844, 1.250], [3.494, 2.896, 0.080], [3.051, 2.585, -1.787], [-2.508, -1.061, -2.383], [-2.398, -0.963, -0.917], [-2.919, -2.229, -0.381], [-3.303, 0.126, -0.480], [-3.112, 0.419, 0.977], [-4.201, 0.791, 1.760], [-4.037, 1.072, 3.106], [-2.774, 0.954, 3.673], [-1.689, 0.584, 2.888], [-1.820, 0.333, 1.513], [-3.553, -1.236, -2.661], [-1.910, -1.896, -2.746], [-2.177, -0.137, -2.852], [-3.875, -2.470, -0.861], [-3.088, -2.145, 0.684], [-2.213, -3.036, -0.574], [-4.343, -0.145, -0.707], [-3.059, 1.007, -1.082], [-5.188, 0.852, 1.313], [-4.885, 1.360, 3.711], [-2.632, 1.149, 4.727], [-0.715, 0.501, 3.353]]}